No. 1
ORCA calculation (wB97M-V/def2-TZVPD) on a 2-piece molecular cluster, C3H8O2 overall in a non-equilibrium geometry.

XYZ file:
```
13
C3H8O2, DFT wB97M-V/def2-TZVPD
C 0.04171 -0.14547 1.03850
O -0.09240 2.32711 0.64865
C -0.56835 -0.18010 -0.34248
C 0.34059 -1.00024 -1.24478
O 0.45222 -2.23096 -0.81006
H 1.02863 0.34544 0.99607
H 0.21602 -1.16714 1.42593
H 0.19628 3.12159 1.11286
H -0.85142 0.84487 -0.60027
H -0.54511 0.39845 1.77548
H -0.09594 -0.98219 -2.27821
H 1.34897 -0.52425 -1.38709
H -1.47120 -0.80711 -0.33459
```

Its charge is 0. Its multiplicity is 1. The HOMO energy is -8.80 eV. The value obtained for the energy relative to the best compared isomer or geometry (same formula, charge and spin) is 8.9440 eV. The maximum force is 0.04203 hartree/bohr.

=====

No. 2
ORCA calculation (wB97M-V/def2-TZVPD) on a 8-piece molecular cluster, C28H41NO22S3 overall in a non-equilibrium geometry.

XYZ file:
```
95
C28H41NO22S3, DFT wB97M-V/def2-TZVPD
C -23.19147 30.49618 -39.87486
C -23.77182 29.43193 -40.81712
O -22.66893 28.89404 -41.56947
S -21.23957 29.47051 -41.11908
O -20.84208 30.52059 -42.02230
O -20.33445 28.44214 -40.74708
O -21.81244 30.19388 -39.75357
H -23.66435 30.60070 -38.90349
H -23.34178 31.45543 -40.37773
H -24.38560 29.90553 -41.57874
H -24.17419 28.52855 -40.36546
C -23.49064 33.76045 -37.12543
C -23.43187 34.44434 -38.46579
O -22.02710 34.77544 -38.60185
S -21.09426 33.69726 -37.76708
O -20.37752 34.38570 -36.73498
O -20.38592 32.81860 -38.64652
O -22.37401 32.87749 -37.12947
H -24.40952 33.22615 -36.91654
H -23.27835 34.54232 -36.39103
H -24.12776 35.26503 -38.60155
H -23.51597 33.81259 -39.35278
C -28.41235 37.01169 -37.88783
C -29.00450 37.27256 -39.29659
O -28.25756 36.45358 -40.14000
S -26.71362 36.34245 -39.64173
O -26.00585 37.52178 -40.01944
O -26.15450 35.03670 -39.90857
O -27.11460 36.44170 -38.07096
H -29.01632 36.25509 -37.38302
H -28.38079 37.89253 -37.25122
H -28.77935 38.31227 -39.56458
H -30.07503 37.09284 -39.30458
C -30.27326 32.20166 -37.34038
C -29.14074 32.81887 -36.86776
C -27.90967 32.65161 -37.49812
C -27.89215 31.89596 -38.67275
C -29.04322 31.25414 -39.11876
C -30.26658 31.41428 -38.49901
N -26.62000 31.72215 -39.41159
O -26.62143 30.99147 -40.37620
O -25.67480 32.29941 -38.93112
H -31.19058 32.39729 -36.80055
H -29.20777 33.36233 -35.93378
H -26.98338 33.05646 -37.11839
H -28.95739 30.68955 -40.04077
H -31.16284 30.86254 -38.74289
O -26.83366 33.62804 -33.76292
C -26.19705 34.57946 -34.10399
O -25.94855 34.82453 -35.41860
C -25.32388 36.09398 -35.53732
C -24.75820 36.48411 -34.19244
C -25.74469 35.75208 -33.25705
H -26.07658 36.85268 -35.80484
H -24.73232 36.18104 -36.44858
H -24.79604 37.51529 -33.83719
H -23.69974 36.23671 -34.08513
H -26.60351 36.38193 -33.02300
H -25.37165 35.39511 -32.29996
O -36.62805 31.83105 -34.75294
C -35.68381 31.57503 -35.45077
O -35.54344 32.18451 -36.64621
C -34.44852 31.70258 -37.41373
C -33.59249 30.98520 -36.31263
C -34.63816 30.48910 -35.33936
H -33.78048 32.43293 -37.86654
H -34.83246 31.01789 -38.16899
H -32.99347 31.78216 -35.87098
H -32.93814 30.21035 -36.71063
H -34.22767 30.44112 -34.33257
H -35.05752 29.52742 -35.63216
O -34.02735 31.26539 -41.03805
C -33.52699 32.35770 -41.01456
O -34.25319 33.46402 -40.76318
C -33.39877 34.63092 -40.79628
C -31.97169 34.11208 -40.80532
C -32.07750 32.66394 -41.33160
H -33.54968 35.24741 -39.91464
H -33.63915 35.13614 -41.73169
H -31.65070 34.10730 -39.75884
H -31.30107 34.81420 -41.30081
H -31.33666 32.05615 -40.82546
H -31.96073 32.54722 -42.40922
O -28.51784 27.34411 -39.54957
C -27.82240 27.09840 -40.48698
O -27.86448 25.87546 -41.03798
C -27.22874 25.81685 -42.30790
C -26.39767 27.11497 -42.43601
C -26.89939 28.00012 -41.29227
H -27.98156 25.81459 -43.09612
H -26.65032 24.89705 -42.34651
H -26.62278 27.53701 -43.41472
H -25.31388 27.00111 -42.42392
H -27.44639 28.84295 -41.71002
H -26.15085 28.38245 -40.61007
```

Its charge is 0. Its multiplicity is 1. The HOMO energy is -10.44 eV. The value obtained for the energy relative to the best compared isomer or geometry (same formula, charge and spin) is 0.0000 eV. The maximum force is 0.05361 hartree/bohr. Its SMILES is O=[N+]([O-])c1ccccc1.O=S1(=O)OCCO1.O=S1(=O)OCCO1.O=S1(=O)OCCO1.O=C1CCCO1.O=C1CCCO1.O=C1CCCO1.O=C1CCCO1.

=====

No. 3
ORCA calculation (wB97M-V/def2-TZVPD) on C2H4NO3P as an isolated structure in a non-equilibrium geometry.

XYZ file:
```
11
C2H4NO3P, DFT wB97M-V/def2-TZVPD
C 0.56969 0.29179 0.05350
C 2.10252 0.29597 0.11718
N -0.07511 0.16800 -0.99192
O -2.43534 0.47058 0.94780
O -2.26890 -1.90012 -0.01743
O -2.93661 0.02393 -1.56665
P -2.31204 -0.38860 -0.32113
H 0.20492 0.05274 1.04481
H 2.26227 -0.56376 0.83152
H 2.38636 1.14096 0.76294
H 2.50224 0.40852 -0.86062
```

Its charge is -2. Its multiplicity is 1. The HOMO energy is 0.90 eV. The value obtained for the energy relative to the best compared isomer or geometry (same formula, charge and spin) is 0.6565 eV. The maximum force is 0.08009 hartree/bohr.

=====

No. 4
ORCA calculation (wB97M-V/def2-TZVPD) on C23H36Cl2F5N4O8S as an isolated structure in a non-equilibrium geometry.

XYZ file:
```
79
C23H36Cl2F5N4O8S, DFT wB97M-V/def2-TZVPD
C 0.96643 0.33090 0.33756
C -0.25024 0.20037 1.19125
C -1.63427 -0.62163 0.73386
N -2.90160 0.18056 0.91809
C -2.90020 1.53485 0.18808
F -2.25234 2.62262 1.01542
C -2.19813 1.53909 -1.27946
C -2.08722 3.15038 -1.72275
C -4.19073 -0.57396 0.71799
C -5.30658 0.18651 1.71251
N -4.79122 -0.46436 -0.67859
C -4.23984 -2.13168 1.14518
C -2.85181 -2.98396 1.14726
S -2.52346 -4.06521 -0.32211
O -3.93302 -4.55611 -0.84261
O -1.76928 -5.41376 0.00816
C -1.66218 -3.32700 -1.78836
F -0.24847 -2.93167 -1.59409
F -2.34477 -2.17291 -2.43464
F -1.62911 -4.40354 -2.85046
C -1.59163 -2.01733 1.64655
N -1.97259 -1.68596 3.10553
C -0.13720 -2.76074 1.65738
C 0.75611 -2.55689 3.02419
O 0.54371 -3.13868 4.20633
C 2.09984 -1.56749 2.90739
C 2.21816 -0.11561 3.67235
C 3.58071 0.76631 3.41760
C 4.74177 0.18968 2.41325
C 4.64096 -1.27676 1.65881
C 3.29126 -2.17437 1.90197
H 1.82025 1.05631 0.73653
H 1.06874 -0.27796 -0.66469
H -0.27859 0.71322 2.25413
H -1.42198 -0.96452 -0.36446
H -2.90418 0.47292 1.94401
H -4.00715 1.95172 0.01670
H -2.83945 1.04448 -2.14768
H -1.10223 1.14082 -1.33844
H -1.92204 3.29323 -2.87301
H -3.02624 3.75557 -1.31656
H -1.15261 3.61147 -1.13944
H -6.23572 -0.52659 1.73154
H -4.89063 0.26556 2.82519
H -5.65772 1.21685 1.28341
H -5.32917 0.42154 -0.79637
H -4.08038 -0.59372 -1.42903
H -4.66792 -2.17739 2.25965
H -5.09616 -2.64685 0.49079
H -2.96413 -3.75072 2.06127
H -1.94230 -2.53326 3.70607
H -1.41882 -0.88792 3.47188
H -0.27252 -3.93031 1.53327
H 0.58130 -2.42629 0.76340
H 1.32098 0.23007 4.34460
H 3.70882 1.83282 3.92454
H 5.71815 0.83188 2.18907
H 5.45176 -1.71828 0.92328
H 3.13132 -3.22730 1.37130
Cl -3.13572 5.08673 -2.60250
C 3.02669 3.13280 -0.91532
C 2.35220 3.18947 -2.25097
O 1.17960 3.43164 -2.45591
N 3.07049 2.96820 -3.44575
C 3.83941 4.15048 -3.88869
H 2.27929 2.95794 -0.13700
H 3.74669 2.31060 -0.89723
H 3.53941 4.07813 -0.72434
H 3.70104 2.17493 -3.31229
H 2.33366 2.76292 -4.13172
H 4.41810 3.85347 -4.76647
H 4.51153 4.46001 -3.08368
H 3.13754 4.94693 -4.14807
O 6.10233 -1.04271 -2.55127
Cl 5.26429 -0.83669 -3.71649
O 4.54855 0.41706 -3.58160
O 4.31400 -1.92620 -3.82720
O 6.09223 -0.79492 -4.90612
F 4.66428 -1.25977 4.36808
```

Its charge is -1. Its multiplicity is 1. The HOMO energy is -4.01 eV. The maximum force is 0.19952 hartree/bohr.

=====

No. 5
ORCA calculation (wB97M-V/def2-TZVPD) on a 2-piece molecular cluster, C2H6 overall in a non-equilibrium geometry.

XYZ file:
```
8
C2H6, DFT wB97M-V/def2-TZVPD
C 0.53479 -0.45165 -1.11520
C -0.53982 0.48973 1.18697
H 0.08085 -1.35335 -1.29598
H 0.37679 0.29407 -1.90182
H 1.34663 -0.43966 -0.34714
H -1.56381 0.29776 1.05558
H -0.37970 1.44818 0.86377
H 0.14426 -0.28508 1.55383
```

Its charge is 0. Its multiplicity is 3. The HOMO energy (alpha / beta) is -7.42 / -13.21 eV. The value obtained for the energy relative to the best compared isomer or geometry (same formula, charge and spin) is 0.0000 eV. The maximum force is 0.05073 hartree/bohr.

=====

No. 6
ORCA calculation (wB97M-V/def2-TZVPD) on one molecule with the formula C5H8INO3S.

XYZ file:
```
19
C5H8INO3S, DFT wB97M-V/def2-TZVPD
C -0.93439 1.89094 -1.33107
S 0.52532 1.44432 -0.43882
O 1.44745 0.84601 -1.35990
O 0.91316 2.57852 0.35348
C -0.02110 0.19301 0.77327
C -1.02724 -0.81595 0.25067
C -0.14740 -1.81692 -0.47180
O -0.45687 -2.56269 -1.35999
N 1.14250 -1.70422 0.07111
C 1.16846 -0.71495 1.10161
I 0.90719 -1.57336 3.10367
H -0.63126 2.75967 -1.91299
H -1.71688 2.16377 -0.62668
H -1.24671 1.08379 -1.98624
H -0.33236 0.79615 1.61946
H -1.45138 -1.32995 1.11679
H -1.84878 -0.45225 -0.35481
H 1.59670 -2.58826 0.25182
H 2.11360 -0.19762 1.20042
```

Its charge is 0. Its multiplicity is 1. The HOMO energy is -9.97 eV. The value obtained for the energy relative to the best compared isomer or geometry (same formula, charge and spin) is 0.0000 eV. The maximum force is 0.01776 hartree/bohr. Its SMILES is CS(=O)(=O)[C@H]1CC(=O)N[C@@H]1I.